1.
# C4H9N2O4

A 2-piece molecular cluster, C4H9N2O4 overall at a distorted geometry (ωB97M-V/def2-TZVPD, the Open Molecules 2025 dataset).

Geometry as ORCA input:
```
! wB97M-V def2-TZVPD RIJCOSX def2/J DEFGRID3
* xyz 1 1
O 1.5149 0.3727 1.5227
O -2.3253 -1.5005 0.3022
O 0.0113 2.4154 0.4194
O -2.3525 1.2710 -0.5745
N -0.0354 -1.2311 0.6638
N -0.1555 1.0421 0.1308
C 2.0117 -0.2381 -1.2052
C 0.7323 0.0648 0.4871
C -1.3651 0.6436 -0.2444
C -1.1955 -0.8759 -0.1993
H -0.4115 -1.1991 1.5963
H 0.5122 -2.0405 0.5053
H 1.0663 1.1405 1.9232
H 2.7257 0.5894 -1.2087
H -0.8441 2.8341 0.1597
H 1.3659 -0.1213 -2.0212
H 2.6280 -1.0778 -1.1433
H -3.0050 -0.9323 0.0990
H -0.8784 -1.1570 -1.2130
*
```

ΔE to the lowest compared entry with this formula, charge and spin (kJ/mol): 452.1
HOMO-LUMO gap (eV): 10.29
E (Eh): -567.87462
F_max (Eh/bohr): 0.1345
E_LUMO (eV): -3.61
HOMO level (hartree): -0.511

Atom charges from the natural (NBO) analysis, given in e for atoms 1 to 6: atom 1 (O): -0.6475, atom 2 (O): -0.6501, atom 3 (O): -0.4995, atom 4 (O): -0.5332, atom 5 (N): -0.5258, atom 6 (N): -0.1989

***

2.
# CH4N2S

The molecule CH4N2S at a distorted geometry (ωB97M-V/def2-TZVPD, the Open Molecules 2025 dataset).

Geometry as ORCA input:
```
! wB97M-V def2-TZVPD RIJCOSX def2/J DEFGRID3
* xyz 0 1
S 1.7107 0.7518 -0.4828
N -0.2779 -1.1266 -0.1115
N 0.3798 0.3214 0.4452
C -0.8256 0.1687 -0.2713
H -0.6970 0.5892 -1.2458
H 2.2386 0.5915 0.7531
H -0.6636 -1.5960 0.6780
H -1.8650 0.2999 0.2351
*
```

ΔE to the lowest compared entry with this formula, charge and spin (kJ/mol): 373.8
HOMO-LUMO gap (eV): 9.85
E (Eh): -548.06947
F_max (Eh/bohr): 0.0681
E_LUMO (eV): 0.84
HOMO level (hartree): -0.331

Atom charges from the natural (NBO) analysis, given in e for atoms 1 to 6: atom 1 (S): 0.1920, atom 2 (N): -0.4805, atom 3 (N): -0.4540, atom 4 (C): -0.0971, atom 5 (H): 0.1684, atom 6 (H): 0.1480

***

3.
# C17H31ClN6O

The molecule C17H31ClN6O (ωB97M-V/def2-TZVPD, the Open Molecules 2025 dataset).

Geometry as ORCA input:
```
! wB97M-V def2-TZVPD RIJCOSX def2/J DEFGRID3
* xyz 0 1
Cl 7.0916 -1.1809 -0.5642
O -2.6097 2.5180 2.0933
N 2.7855 -0.7672 -0.1314
N 0.1986 2.5514 1.8206
N 3.0659 1.5075 -0.3946
N 4.7249 -2.1290 -0.2281
N 2.6790 -3.0593 0.1129
N 4.9273 0.2028 -0.4457
C 3.3956 -1.9507 -0.0975
C 1.5477 2.3974 1.3318
C -1.9198 3.7171 1.8313
C 0.6924 -3.5282 -1.2649
C -1.1814 -1.0172 -1.1601
C -1.7971 1.6291 2.8248
C 5.4003 -1.0188 -0.3946
C 1.2387 -3.1038 0.1030
C -0.6328 3.4537 1.0464
C -3.3985 0.2122 -1.6652
C -1.4629 -2.2970 -1.9422
C 3.5899 0.2789 -0.3078
C -1.8710 0.2150 -1.7514
C -0.8410 -3.5469 -1.3159
C 1.6944 1.8156 -0.0938
C -3.9263 0.2088 -0.2348
C -0.5093 1.3073 2.0643
H -0.0963 4.3923 0.8952
H -2.3928 0.7280 2.9799
H 2.0261 3.3816 1.3677
H -2.6033 4.3451 1.2573
H -1.5784 0.3095 -2.8005
H -1.5415 2.0741 3.7975
H -3.6729 -0.7185 0.2734
H -3.7982 -0.6488 -2.2042
H -0.9023 3.0322 0.0628
H 0.8895 -2.1063 0.3665
H -0.1049 -0.8330 -1.1630
H -0.7749 0.7895 1.1295
H 2.0755 1.7368 2.0255
H 3.7369 2.2582 -0.4527
H -1.4972 -1.1538 -0.1239
H 1.0790 -4.5253 -1.4884
H -1.2345 -3.6779 -0.3054
H 0.1217 0.6519 2.6670
H 0.9094 -3.8127 0.8688
H -1.6679 4.2164 2.7783
H -1.5030 1.1029 -1.2295
H -3.7650 1.1083 -2.1724
H 3.1954 -3.9226 0.0389
H -1.0898 -2.1833 -2.9629
H 1.3211 2.5279 -0.8349
H 1.0806 -2.8489 -2.0256
H -2.5412 -2.4544 -2.0015
H 1.1396 0.8806 -0.1724
H -5.0101 0.3017 -0.2376
H -3.5167 1.0407 0.3340
H -1.1654 -4.4080 -1.9037
*
```

ΔE to the lowest compared entry with this formula, charge and spin (kJ/mol): 2.9
HOMO-LUMO gap (eV): 9.27
E (Eh): -1530.39247
F_max (Eh/bohr): 0.0148
E_LUMO (eV): 0.77
HOMO level (hartree): -0.312

Atom charges from the natural (NBO) analysis, given in e for atoms 1 to 6: atom 1 (Cl): 0.0335, atom 2 (O): -0.5275, atom 3 (N): -0.6231, atom 4 (N): -0.4487, atom 5 (N): -0.5663, atom 6 (N): -0.5799

***

4.
# C46H49CoN7OS

C46H49CoN7OS as an isolated structure (ωB97M-V/def2-TZVPD, the Open Molecules 2025 dataset).

Geometry as ORCA input:
```
! wB97M-V def2-TZVPD RIJCOSX def2/J DEFGRID3
* xyz 2 2
Co 0.3067 0.3020 1.1827
S -1.7322 3.0161 1.4391
O -1.1312 1.7314 0.8646
N -1.1206 -0.5624 2.4759
N 0.4079 0.3217 -0.8570
N -2.4803 -0.5479 4.2152
N 2.1255 1.4806 1.2279
N 0.5783 1.2871 3.3783
N 0.9937 -1.4531 0.8799
N 3.0523 3.4282 1.7283
C 3.1418 -6.0753 1.2376
C 1.1975 2.5974 3.2250
C -0.6358 1.1758 4.1701
C 1.2086 -1.8355 -0.3925
C -2.0637 -1.5834 2.3121
C -2.8230 3.2652 -1.0586
C -3.2155 5.4085 -2.0874
C 3.1671 1.7336 0.3163
C 1.7973 0.9263 -5.6488
C 1.3132 -2.2953 1.8653
C -1.4148 0.0187 3.6109
C -4.1357 -3.3902 2.4923
C 1.1406 -1.4786 -5.5812
C 2.1160 2.5077 2.0381
C 0.6389 0.0514 -3.6305
C 3.6789 0.9567 -0.7244
C 4.7384 1.4677 -1.4450
C -3.2709 4.0165 -2.1330
C 1.6259 -6.1349 -0.7437
C -2.2457 5.3181 0.1124
C -3.8308 1.3007 1.7783
C -5.5999 1.6976 3.3643
C 0.7415 -0.0697 -5.1472
C -2.9255 -1.5864 3.4003
C 0.9180 -1.0050 -2.7708
C -3.9791 -2.4870 3.5250
C -3.2486 2.4931 2.1851
C -2.3166 3.9343 0.0513
C -2.7093 6.0581 -0.9701
C -2.2317 -2.4955 1.2700
C -5.0199 0.9078 2.3762
C 0.8160 -0.8239 -1.4039
C 3.9155 -5.1239 -0.9360
C 0.1604 1.3553 -1.6672
C 2.1146 -3.9522 0.3319
C 3.7465 2.9599 0.6143
C 5.2964 2.7235 -1.1405
C 2.7036 -5.3157 -0.0136
C -3.2755 -3.3925 1.3769
C 0.2721 1.2602 -3.0371
C -0.6210 0.2732 -5.7653
C 4.8166 3.4899 -0.0989
C -3.8058 3.2911 3.1758
C 1.8660 -3.5382 1.6351
C 1.7668 -3.0599 -0.6846
C -4.9969 2.8851 3.7641
H -3.6772 3.5194 -3.0050
H -2.8751 -0.2678 5.0979
H 3.8988 -5.5268 1.8045
H -0.5612 0.1926 -6.8522
H -2.8614 2.1828 -1.0779
H 2.1213 -1.7632 -5.1909
H 6.1313 3.0877 -1.7254
H 2.1042 -4.1649 2.4815
H 2.3012 -6.2968 1.8997
H 3.2298 4.2836 2.2275
H 1.9382 -3.3309 -1.7175
H -1.3973 -0.4127 -5.4178
H -0.4521 1.0263 5.2365
H 3.2782 -0.0224 -0.9484
H 0.4213 3.3445 3.0458
H -2.6683 7.1394 -0.9406
H 4.6654 -4.4737 -0.4793
H 1.7591 2.9211 4.1050
H 0.7345 -6.2580 -0.1240
H 1.1006 -1.9565 2.8706
H -1.2259 2.0910 4.0787
H 1.2022 -1.5156 -6.6694
H -3.3298 4.2181 3.4781
H -4.9392 -4.1139 2.5403
H 0.0653 2.1372 -3.6379
H 5.1623 0.8865 -2.2544
H -3.4397 -4.1161 0.5889
H 1.3289 -5.6631 -1.6837
H 3.6369 -4.7009 -1.9035
H 0.4072 -2.2281 -5.2710
H 1.8704 0.8658 -6.7365
H 2.0143 -7.1286 -0.9770
H 1.5435 1.9563 -5.3893
H 5.2576 4.4475 0.1494
H -5.4937 -0.0165 2.0690
H -3.3566 0.6905 1.0197
H -1.5729 -2.4943 0.4086
H 1.2267 -1.9611 -3.1671
H 3.5801 -7.0296 0.9431
H -0.9305 1.2924 -5.5249
H -3.5691 5.9884 -2.9314
H -5.4548 3.4969 4.5307
H 1.2763 0.6358 3.7207
H -4.6419 -2.4851 4.3815
H -6.5294 1.3866 3.8257
H -0.1359 2.2764 -1.1914
H -1.8399 5.8154 0.9871
H 4.3818 -6.0915 -1.1278
H 2.7815 0.7024 -5.2298
*
```

ΔE to the lowest compared entry with this formula, charge and spin (kJ/mol): 32.7
HOMO-LUMO gap (alpha / beta) (eV): 8.51 / 8.50
E (Eh): -4021.45898
Expectation value of S²: 1.053
F_max (Eh/bohr): 0.0175
E_LUMO (alpha / beta) (eV): -4.82 / -4.83
HOMO level (alpha / beta) (hartree): -0.490 / -0.490

Atom charges from the Mulliken analysis, given in e for atoms 1 to 6: atom 1 (Co): 0.8308, atom 2 (S): -0.1358, atom 3 (O): -0.5684, atom 4 (N): 1.1359, atom 5 (N): 0.7068, atom 6 (N): 0.1424